1.
A molecular structure, C8H12IrN2P at a distorted geometry. Source: the Open Molecules 2025 dataset; level of theory: ωB97M-V with the def2-TZVPD basis set.

Atoms and positions in Å:
C1 0.295 0.610 -1.902
C2 0.070 -0.085 -3.073
C3 -0.253 -1.461 -3.117
C4 -0.355 -2.315 -1.993
C5 -0.181 -1.888 -0.692
Ir1 0.000 0.000 0.000
P1 0.138 2.292 0.749
H1 0.638 1.647 -2.052
H2 0.199 0.430 -4.034
H3 -0.373 -1.918 -4.107
H4 -0.190 -2.700 0.054
H5 -0.527 -3.381 -2.188
H6 -0.946 2.833 1.485
H7 0.276 3.282 -0.255
H8 1.210 2.655 1.602
N1 -0.799 -1.772 2.405
C6 -0.854 -1.791 3.748
C7 -0.375 -0.596 4.224
C8 -0.039 0.130 3.102
N2 -0.298 -0.609 1.998
H9 -1.140 -2.555 1.817
H10 -1.227 -2.617 4.339
H11 -0.287 -0.287 5.257
H12 0.374 1.122 3.130

Values from the calculation:
- total charge = +1
- E_LUMO (spin up / spin down) (eV) = -2.793 / -6.665
- frontier orbital gap (spin up / spin down) (hartree) = 0.177 / 0.254
- energy above the lowest of the compared OMol25 structures with the same formula, charge and spin (kJ/mol) = 0.0
- 2S+1 = 6

Partial charges, natural (NBO), in e: -0.511 -0.240 -0.119 -0.220 -0.514 1.129 0.091 0.175 0.224 0.226 0.151 0.215 0.056 0.067 0.043 -0.303 0.029 -0.312 0.005 -0.392 0.454 0.252 0.264 0.231

***

2.
A molecular structure, C8H12MnN2P at a distorted geometry. Source: the Open Molecules 2025 dataset; level of theory: ωB97M-V with the def2-TZVPD basis set.

Atoms and positions in Å:
C1 -0.980 0.183 -2.212
C2 -1.666 1.406 -2.515
C3 -0.778 2.486 -2.305
C4 0.501 1.946 -1.920
C5 0.411 0.534 -1.879
Mn1 0.407 -1.682 0.189
P1 -0.222 -4.105 -0.457
H1 -1.377 -0.816 -2.184
H2 -2.656 1.432 -2.945
H3 -1.066 3.537 -2.450
H4 1.182 -0.210 -1.989
H5 1.382 2.498 -1.645
H6 0.730 -5.050 -0.914
H7 -1.302 -4.263 -1.374
H8 -0.749 -4.937 0.555
N1 0.499 -0.425 2.711
C6 0.659 0.541 3.639
C7 0.841 1.724 2.947
C8 0.773 1.411 1.587
N2 0.590 0.073 1.424
H9 0.317 -1.409 2.878
H10 0.635 0.334 4.700
H11 1.015 2.687 3.384
H12 0.855 2.104 0.773

Values from the calculation:
- E_LUMO (spin up / spin down) (eV) = -0.621 / -0.214
- frontier orbital gap (spin up / spin down) (hartree) = 0.189 / 0.202
- energy above the lowest of the compared OMol25 structures with the same formula, charge and spin (kJ/mol) = 185.9
- 2S+1 = 5

Partial charges, natural (NBO), in e: -0.381 -0.328 -0.322 -0.351 -0.466 0.751 -0.025 0.166 0.196 0.199 0.177 0.188 0.049 0.053 0.040 -0.353 -0.014 -0.337 0.022 -0.411 0.413 0.229 0.240 0.265

***

3.
C8H12N2 in the gas phase at a distorted geometry. Source: the Open Molecules 2025 dataset; level of theory: ωB97M-V with the def2-TZVPD basis set.

Atoms and positions in Å:
C1 1.168 -1.419 -0.256
C2 0.151 -0.663 0.147
C3 1.027 -2.190 -1.496
C4 0.207 -1.806 -2.471
C5 -1.146 -0.620 -0.680
C6 -0.642 -0.615 -2.153
C7 0.331 1.244 3.266
C8 0.008 1.625 0.336
N1 0.325 0.196 2.295
N2 0.060 0.422 1.032
H1 1.931 -2.877 -1.615
H2 0.062 -2.253 -3.400
H3 -1.749 -1.483 -0.569
H4 -1.729 0.304 -0.429
H5 0.094 0.330 -2.269
H6 -1.355 -0.520 -2.920
H7 1.473 1.280 3.734
H8 0.011 2.191 2.916
H9 -0.224 0.884 4.185
H10 0.394 1.485 -0.646
H11 -0.990 2.042 0.152
H12 0.595 2.443 0.842

Values from the calculation:
- E_LUMO (spin up / spin down) (eV) = -1.045 / -1.054
- frontier orbital gap (spin up / spin down) (hartree) = 0.200 / 0.199
- energy above the lowest of the compared OMol25 structures with the same formula, charge and spin (kJ/mol) = 778.8

Partial charges, natural (NBO), in e: -0.200 -0.053 -0.268 -0.221 -0.440 -0.409 -0.489 -0.471 -0.055 -0.016 0.216 0.203 0.223 0.185 0.174 0.207 0.249 0.197 0.247 0.256 0.233 0.232

***

4.
2 unconnected molecules or ions with the total composition C8H12N2O. Source: the Open Molecules 2025 dataset; level of theory: ωB97M-V with the def2-TZVPD basis set.

Atoms and positions in Å:
C1 0.730 1.413 -1.929
C2 0.550 2.604 -1.892
C3 0.355 4.038 -1.827
C4 -0.945 4.605 -1.454
C5 -0.389 -3.023 -0.885
C6 -0.316 -2.694 0.553
C7 -0.244 -2.366 1.708
C8 -0.141 -2.007 3.131
H1 0.884 0.356 -1.968
H2 1.255 4.615 -1.623
H3 -1.779 3.926 -1.241
H4 -0.974 5.589 -0.963
H5 -0.912 -1.179 -1.591
H6 0.700 -1.463 -1.597
H7 0.361 -3.787 -1.119
H8 -1.361 -3.478 -1.104
H9 -0.655 -2.789 3.716
H10 -0.697 -1.072 3.306
H11 1.275 -1.565 4.489
H12 1.762 -2.657 3.370
N1 -0.204 -1.896 -1.798
N2 1.246 -1.789 3.517
O1 -0.501 4.621 -2.797

Values from the calculation:
- E_LUMO (eV) = 0.812
- frontier orbital gap (hartree) = 0.375
- energy above the lowest of the compared OMol25 structures with the same formula, charge and spin (kJ/mol) = 544.1

Partial charges, natural (NBO), in e: -0.212 -0.026 -0.030 -0.089 -0.292 -0.033 -0.024 -0.285 0.226 0.211 0.192 0.187 0.359 0.342 0.216 0.217 0.190 0.214 0.354 0.356 -0.802 -0.809 -0.464